[1]
The following is a quantum chemistry calculation of a 4-piece molecular cluster, C4H14BrN4O4 overall, from OMol25.

Element x y z (Å)
H (6.137, 6.382, 13.495)
N (11.097, 5.957, 8.581)
O (7.080, 4.743, 12.615)
H (15.383, 7.295, 4.853)
Br (7.976, 4.891, 9.513)
O (13.165, 5.132, 8.057)
H (14.718, 6.401, 6.176)
H (4.345, 6.598, 12.267)
H (13.168, 4.924, 5.689)
N (11.370, 3.774, 7.791)
N (12.885, 5.413, 4.874)
O (4.986, 5.661, 10.547)
H (11.451, 6.890, 8.336)
C (11.945, 5.032, 8.156)
H (7.187, 4.505, 11.675)
O (13.449, 7.007, 3.313)
H (6.844, 6.746, 11.937)
H (5.058, 4.768, 10.264)
H (4.452, 4.919, 12.366)
H (12.289, 4.763, 4.332)
H (10.543, 3.459, 8.308)
H (12.196, 3.215, 7.962)
C (13.649, 6.451, 4.374)
C (6.344, 5.929, 12.527)
H (10.090, 5.933, 8.487)
C (4.931, 5.771, 11.960)
N (14.612, 6.801, 5.258)

E_LUMO in eV: 3.00
Total charge: -1
HOMO-LUMO gap in eV: 7.87
HOMO energy in eV: -4.87
2S+1: 1


[2]
The following is a quantum chemistry calculation of a 2-piece molecular cluster, C4H14N overall, from OMol25.

Element x y z (Å)
H (2.840, -1.682, -1.934)
H (-2.959, 1.601, 0.986)
C (-2.379, 1.063, 0.293)
H (-0.485, 1.982, -0.515)
H (-2.787, 0.081, 0.309)
C (1.563, -1.535, -0.241)
H (-0.326, 0.706, 2.274)
H (-2.726, 1.542, -0.697)
H (1.663, -3.191, -1.893)
H (2.367, -0.751, -0.259)
H (1.493, -2.247, 0.629)
H (-0.920, 2.345, 2.039)
H (-0.541, 0.074, -0.016)
N (-0.231, 1.565, 1.626)
H (0.593, -1.042, -0.213)
C (1.854, -2.053, -1.732)
H (0.688, 2.024, 1.467)
H (1.121, -1.622, -2.413)
C (-0.827, 1.141, 0.288)

E_LUMO in eV: -4.02
ΔE to the lowest compared entry with this formula, charge and spin in kcal per mole: 52.2
Total charge: +1
HOMO-LUMO gap in eV: 10.62
HOMO energy in eV: -14.64
2S+1: 1


[3]
The following is a quantum chemistry calculation of a 2-piece molecular cluster, C4H14N2 overall, from OMol25.

Element x y z (Å)
H (-4.674, 0.801, -0.500)
H (-1.038, 0.047, -0.911)
H (-3.148, 1.598, -0.971)
H (4.294, 0.228, 1.498)
C (3.236, 0.575, 1.585)
H (-3.087, -1.130, -1.498)
C (-3.764, 0.717, -1.082)
H (-1.362, -1.424, -0.105)
N (2.447, -0.304, -0.666)
H (2.486, -1.346, 1.137)
H (3.194, 1.612, 1.188)
H (2.204, -1.268, -0.880)
H (-4.103, 0.672, -2.144)
C (2.279, -0.321, 0.832)
C (-1.775, -0.379, -0.186)
H (1.213, -0.083, 0.920)
N (-3.134, -0.550, -0.669)
H (-1.677, 0.198, 0.733)
H (3.413, -0.168, -0.945)
H (2.996, 0.525, 2.665)

E_LUMO in eV: 1.03
ΔE to the lowest compared entry with this formula, charge and spin in kcal per mole: 23.7
Structure (SMILES): CCN.CNC
Total charge: 0
HOMO-LUMO gap in eV: 9.78
HOMO energy in eV: -8.75
2S+1: 1


[4]
The following is a quantum chemistry calculation of a 2-piece molecular cluster, C4H14N2O overall, from OMol25.

Element x y z (Å)
C (-0.594, -0.419, -0.417)
H (0.611, -1.678, -1.614)
H (2.243, -0.203, 1.627)
O (-0.900, 3.738, -0.622)
N (-0.421, -2.991, -0.401)
H (-0.145, 3.144, -0.549)
N (0.252, 1.409, 0.975)
H (-0.539, 4.558, -0.918)
H (-1.260, -2.914, 0.187)
C (1.421, -0.786, 1.189)
H (-1.055, -1.895, -2.026)
H (-1.029, 0.343, -1.083)
H (-1.413, -0.482, 0.315)
H (1.952, -1.548, 0.600)
C (0.657, 0.132, 0.253)
H (-0.611, 1.079, 1.439)
C (-0.400, -1.705, -1.177)
H (0.795, 1.448, 1.840)
H (1.312, 0.424, -0.577)
H (0.334, -2.966, 0.273)
H (0.763, -1.097, 2.005)

E_LUMO (spin up / spin down) in eV: 3.81 / 3.69
ΔE to the lowest compared entry with this formula, charge and spin in kcal per mole: 10.5
Total charge: -1
HOMO-LUMO gap (spin up / spin down) in eV: 2.58 / 9.91
HOMO energy (spin up / spin down) in eV: 1.24 / -6.23
2S+1: 2


[5]
The following is a quantum chemistry calculation of a 2-piece molecular cluster, C4H14N2O overall, from OMol25.

Element x y z (Å)
C (-0.182, -0.255, -0.291)
H (1.309, 1.565, 1.600)
O (3.502, 2.167, -0.906)
H (2.267, 0.267, 1.835)
H (2.974, 1.759, -0.205)
C (-2.329, -1.629, -0.317)
N (-0.888, -1.572, -0.493)
H (-2.627, -2.681, -0.368)
N (1.546, 0.651, 1.245)
H (-0.173, -0.414, 1.874)
C (-1.099, 0.928, -0.398)
H (3.504, 1.501, -1.600)
H (-1.014, 1.473, -1.340)
C (0.541, -0.409, 1.047)
H (0.648, -0.267, -1.001)
H (1.046, -1.366, 1.061)
H (-2.860, -1.169, -1.160)
H (-0.511, -2.047, -1.289)
H (-2.621, -1.104, 0.586)
H (-2.181, 0.923, -0.238)
H (-0.854, 1.680, 0.357)

E_LUMO in eV: 0.91
ΔE to the lowest compared entry with this formula, charge and spin in kcal per mole: 38.8
Structure (SMILES): CN[C@@H](C)CN.O
Total charge: 0
HOMO-LUMO gap in eV: 9.34
HOMO energy in eV: -8.44
2S+1: 1


[6]
The following is a quantum chemistry calculation of a 2-piece molecular cluster, C4H14N2O overall, from OMol25.

Element x y z (Å)
C (-1.223, -1.714, -0.410)
H (4.175, -0.767, 0.438)
H (-1.437, 3.812, -0.152)
H (-1.197, 3.017, 1.221)
H (0.604, 0.495, 0.606)
H (3.762, -1.358, 1.779)
H (-1.672, -2.222, -1.254)
H (-1.355, -0.009, -1.690)
N (-1.423, 2.867, 0.241)
H (0.291, -0.597, -1.476)
H (-0.580, -3.275, 0.750)
N (-0.164, -2.584, 0.125)
C (-0.351, 0.650, 0.104)
H (0.477, -2.085, 0.728)
H (-1.994, -1.507, 0.340)
H (-0.634, 2.100, -1.476)
O (4.162, -1.606, 0.926)
C (-0.652, -0.414, -0.951)
H (-1.051, 0.603, 0.925)
H (0.637, 2.508, -0.357)
C (-0.373, 2.086, -0.417)

E_LUMO in eV: 0.60
ΔE to the lowest compared entry with this formula, charge and spin in kcal per mole: 29.8
Structure (SMILES): NCCCCN.O
Total charge: 0
HOMO-LUMO gap in eV: 9.84
HOMO energy in eV: -9.24
2S+1: 1


[7]
The following is a quantum chemistry calculation of a 2-piece molecular cluster, C4H14N2O overall, from OMol25.

Element x y z (Å)
C (-0.930, -1.005, 0.313)
H (0.475, -3.303, -0.297)
H (0.299, -0.540, -1.398)
N (0.740, -2.453, -0.764)
N (-0.229, 1.861, 1.345)
H (-1.044, 1.644, 0.790)
H (-1.648, -0.202, 0.165)
H (-0.618, 1.786, -1.517)
C (0.036, -0.588, 1.438)
H (1.233, -2.703, -1.600)
O (-0.011, 2.262, -2.090)
C (0.714, 0.747, 1.230)
H (-0.961, -1.665, -1.763)
H (1.256, 0.746, 0.271)
H (-1.477, -1.887, 0.663)
H (1.495, 0.859, 1.990)
H (-0.053, 3.196, -1.852)
H (0.776, -1.348, 1.496)
H (-0.507, -0.584, 2.382)
C (-0.234, -1.400, -0.979)
H (0.093, 2.724, 0.917)

E_LUMO in eV: 0.72
ΔE to the lowest compared entry with this formula, charge and spin in kcal per mole: 25.7
Structure (SMILES): NCCCCN.O
Total charge: 0
HOMO-LUMO gap in eV: 9.76
HOMO energy in eV: -9.05
2S+1: 1


[8]
The following is a quantum chemistry calculation of a 2-piece molecular cluster, C4H14N2O overall, from OMol25.

Element x y z (Å)
H (-2.074, -0.302, -1.723)
C (0.950, 0.171, 1.004)
N (-1.674, -0.363, -0.876)
C (-0.329, -1.020, -0.903)
H (-0.966, -3.173, -0.656)
H (2.970, -0.177, 0.557)
C (-0.607, -2.375, -1.440)
H (-1.273, 4.269, 1.437)
H (1.172, -1.889, 0.324)
H (-0.155, -1.637, 1.216)
H (-1.804, 0.457, -0.312)
H (-1.218, -2.484, -2.337)
C (0.407, -1.127, 0.455)
H (-1.205, 3.141, 0.488)
H (0.972, 0.183, 2.145)
N (2.272, 0.544, 0.457)
O (-0.806, 3.462, 1.267)
H (0.321, 1.032, 0.768)
H (0.494, -2.743, -1.641)
H (0.259, -0.460, -1.670)
H (2.243, 0.925, -0.494)

E_LUMO in eV: 0.71
ΔE to the lowest compared entry with this formula, charge and spin in kcal per mole: 43.9
Structure (SMILES): C[C@@H](N)CCN.O
Total charge: 0
HOMO-LUMO gap in eV: 9.56
HOMO energy in eV: -8.84
2S+1: 1


[9]
The following is a quantum chemistry calculation of a 2-piece molecular cluster, C4H14N2O overall, from OMol25.

Element x y z (Å)
H (0.865, 1.971, -0.345)
H (0.068, -0.855, -0.582)
H (1.423, 0.688, 1.103)
C (-1.882, -0.398, -2.488)
H (-1.667, -1.462, -2.380)
C (1.008, -0.057, 2.891)
H (-2.716, -0.161, -1.833)
H (0.150, 0.249, -2.851)
C (-0.664, 0.442, -2.141)
H (0.138, 0.537, 3.237)
N (1.015, 0.969, -0.345)
H (1.120, -2.011, 2.254)
C (-0.168, 0.194, -0.725)
H (1.581, -0.329, 3.790)
H (1.850, 0.700, -0.850)
H (-0.364, -1.577, 2.749)
H (-0.950, 0.437, 0.000)
N (0.449, -1.257, 2.247)
O (1.835, 0.645, 2.044)
H (-2.201, -0.226, -3.507)
H (-0.889, 1.501, -2.268)

E_LUMO in eV: 1.01
ΔE to the lowest compared entry with this formula, charge and spin in kcal per mole: 25.0
Structure (SMILES): CCCN.NCO
Total charge: 0
HOMO-LUMO gap in eV: 9.90
HOMO energy in eV: -8.89
2S+1: 1


[10]
The following is a quantum chemistry calculation of a 2-piece molecular cluster, C4H14N2O overall, from OMol25.

Element x y z (Å)
H (1.800, -0.432, 0.962)
H (1.311, -1.350, -1.326)
H (0.219, -1.561, 2.352)
H (1.216, -2.508, 0.031)
H (-1.460, 3.281, -2.425)
H (-0.580, -0.174, -0.582)
H (-1.198, -2.094, -1.605)
C (0.795, -0.021, 1.038)
H (1.677, 1.528, -0.031)
N (0.022, -0.729, 0.035)
H (-0.631, -0.024, 2.755)
C (0.601, -1.878, -0.595)
H (-0.147, 1.897, 0.727)
N (-0.311, -2.607, -1.440)
H (1.279, -0.181, 3.188)
C (0.865, 1.483, 0.738)
H (1.308, 2.114, 1.554)
H (-1.922, 2.813, -1.034)
O (-2.094, 3.466, -1.749)
H (0.098, -2.645, -2.394)
C (0.372, -0.423, 2.429)

E_LUMO in eV: 0.59
ΔE to the lowest compared entry with this formula, charge and spin in kcal per mole: 57.7
Structure (SMILES): CC(C)NCN.O
Total charge: 0
HOMO-LUMO gap in eV: 8.83
HOMO energy in eV: -8.24
2S+1: 1